Entry from OMol25: a 2-piece molecular cluster, C20H34BrN2O4 overall (ωB97M-V/def2-TZVPD).

Calculated values
Calculated total energy (a.u.): -3766.460929
Largest force on an atom (eV Å⁻¹): 2.89

Geometry as ORCA input:
```
! RIJCOSX wB97M-V def2-TZVPD def2/J DEFGRID3
* xyz 1 1
C 0.82 -4.39 7.29
C 1.72 -4.02 6.27
N 1.14 -4.00 4.90
N 0.90 -5.18 4.39
C 0.34 -5.21 3.17
C 0.00 -6.62 2.59
C -1.53 -6.88 2.92
C 0.07 -3.96 2.47
C 0.37 -2.67 3.04
C 0.07 -1.31 2.36
C 1.46 -0.61 2.02
C 1.50 0.93 2.35
C 1.08 1.83 1.13
C 2.08 1.75 -0.08
C 1.25 1.66 -1.43
O 2.04 1.18 -2.53
C 2.84 2.17 -3.08
C 2.36 3.09 -4.25
O 3.96 2.30 -2.66
C 0.97 -2.76 4.40
Br 1.44 -1.14 5.36
H 0.51 -5.47 7.29
H 0.39 -3.66 8.01
H 2.78 -3.77 6.47
H 0.58 -7.35 3.20
H 0.25 -6.70 1.51
H -1.78 -6.27 3.84
H -1.71 -7.95 3.15
H -2.15 -6.51 2.07
H -0.37 -4.03 1.45
H -0.59 -0.67 3.00
H -0.48 -1.52 1.41
H 2.24 -1.11 2.66
H 1.69 -0.82 0.95
H 0.82 1.10 3.23
H 2.54 1.15 2.70
H 1.06 2.88 1.52
H 0.03 1.54 0.86
H 2.85 0.96 0.00
H 2.60 2.74 -0.12
H 0.35 0.99 -1.32
H 0.82 2.67 -1.70
H 2.00 2.46 -5.10
H 3.21 3.71 -4.64
H 1.53 3.76 -3.89
C -4.65 4.26 -4.92
O -3.65 4.63 -5.87
C -2.65 5.47 -5.31
C -1.42 4.67 -4.87
O -1.73 3.75 -3.83
C -1.98 2.44 -4.31
H -5.15 3.37 -5.29
H -4.23 4.04 -3.94
H -5.39 5.07 -4.83
H -3.05 6.05 -4.48
H -2.34 6.16 -6.10
H -0.68 5.37 -4.47
H -0.97 4.15 -5.72
H -1.04 1.92 -4.48
H -2.57 2.44 -5.22
H -2.54 1.91 -3.54
*
```



Entry from OMol25: a 3-piece molecular cluster, C20H34F3N4O5 overall (ωB97M-V/def2-TZVPD).

Calculated values
Calculated total energy (a.u.): -1676.926650
Largest force on an atom (eV Å⁻¹): 4.74

Geometry as ORCA input:
```
! RIJCOSX wB97M-V def2-TZVPD def2/J DEFGRID3
* xyz 1 1
C 6.44 -0.81 -1.12
C 5.12 -1.58 -1.50
C 4.10 -0.75 -2.35
O 3.97 0.61 -1.89
C 2.74 0.80 -1.25
N 2.50 2.26 -0.92
O 3.72 2.70 -0.39
C 1.48 2.43 0.18
C 0.23 1.48 0.08
C -0.64 1.68 -1.21
O -0.36 1.25 -2.30
N -1.86 2.43 -1.07
C -3.06 1.60 -1.29
C -3.48 0.64 -0.26
C -4.69 -0.12 -0.53
C -5.46 0.08 -1.75
C -4.99 1.02 -2.76
C -3.78 1.80 -2.54
C 2.28 3.09 -2.16
F 1.22 3.93 -2.09
F 2.14 2.35 -3.29
F 3.38 3.87 -2.37
H 6.43 -0.44 -0.06
H 6.75 -0.02 -1.84
H 7.27 -1.58 -1.15
H 4.69 -2.01 -0.56
H 5.43 -2.45 -2.15
H 3.13 -1.31 -2.35
H 4.46 -0.77 -3.42
H 2.77 0.28 -0.24
H 1.91 0.34 -1.83
H 4.03 2.01 0.24
H 2.01 2.13 1.12
H 1.19 3.50 0.35
H 0.48 0.40 0.23
H -0.42 1.75 0.96
H -1.94 2.78 -0.11
H -2.88 0.51 0.68
H -5.04 -0.86 0.23
H -6.40 -0.49 -1.93
H -5.53 1.17 -3.73
H -3.37 2.53 -3.27
C -8.01 -2.50 0.66
O -7.42 -2.69 -0.40
N -8.71 -1.38 0.97
C -9.38 -1.22 2.24
C -8.80 -0.31 -0.01
H -8.01 -3.24 1.47
H -10.45 -1.08 2.07
H -8.98 -0.35 2.76
H -9.23 -2.10 2.87
H -9.26 -0.69 -0.92
H -7.79 0.04 -0.24
H -9.39 0.52 0.38
C 4.39 -1.70 2.84
O 4.10 -1.09 1.81
N 5.64 -1.92 3.28
C 5.91 -2.64 4.51
C 6.76 -1.41 2.50
H 3.62 -2.12 3.49
H 6.46 -1.99 5.20
H 6.52 -3.52 4.28
H 4.98 -2.96 4.98
H 6.66 -0.33 2.41
H 6.72 -1.85 1.51
H 7.71 -1.66 2.98
*
```



Entry from OMol25: one molecule with the formula C20H34N6O2 (ωB97M-V/def2-TZVPD).

Calculated values
Largest force on an atom (eV Å⁻¹): 0.11
SMILES string: CC1=CC[C@H](C(=O)N(C)CC[C@H](C)NC(=O)c2cn(CCN(C)C)nn2)CC1
Relative energy (zero: lowest compared OMol25 entry of this formula, charge and spin) (eV): 1.169

Geometry as ORCA input:
```
! RIJCOSX wB97M-V def2-TZVPD def2/J DEFGRID3
* xyz 0 1
C 3.38 -2.22 -1.70
C 3.24 -0.87 -1.05
C 3.98 0.17 -1.40
C 3.84 1.55 -0.82
C 2.51 1.70 -0.07
C 2.50 2.98 0.75
O 3.43 3.21 1.52
N 1.44 3.83 0.64
C 1.53 5.11 1.34
C 0.40 3.70 -0.39
C -0.53 2.49 -0.21
C -1.89 2.79 0.42
C -1.80 3.26 1.86
N -2.68 1.57 0.38
C -3.19 1.08 -0.79
O -3.18 1.71 -1.82
C -3.66 -0.33 -0.70
C -3.14 -1.35 0.06
N -3.85 -2.43 -0.32
C -3.65 -3.82 0.05
C -2.36 -4.37 -0.54
N -1.18 -3.77 0.07
C -0.04 -3.80 -0.83
C -0.86 -4.39 1.34
N -4.74 -2.11 -1.26
N -4.63 -0.84 -1.50
C 2.33 0.50 0.86
C 2.19 -0.77 0.03
H 2.43 -2.54 -2.13
H 4.13 -2.21 -2.49
H 3.67 -2.98 -0.96
H 4.73 0.04 -2.17
H 4.66 1.77 -0.13
H 3.90 2.29 -1.62
H 1.71 1.69 -0.81
H 2.18 5.00 2.20
H 1.93 5.89 0.69
H 0.54 5.42 1.67
H -0.18 4.62 -0.37
H 0.87 3.66 -1.38
H -0.71 2.04 -1.18
H -0.04 1.74 0.42
H -2.41 3.54 -0.19
H -1.23 4.19 1.93
H -2.79 3.45 2.27
H -1.29 2.52 2.48
H -2.82 1.05 1.23
H -2.33 -1.41 0.75
H -3.66 -3.90 1.14
H -4.51 -4.36 -0.34
H -2.36 -5.47 -0.44
H -2.36 -4.14 -1.61
H 0.81 -3.30 -0.36
H 0.27 -4.83 -1.08
H -0.27 -3.27 -1.75
H -0.02 -3.87 1.80
H -1.70 -4.33 2.03
H -0.59 -5.45 1.23
H 3.20 0.44 1.51
H 1.45 0.63 1.50
H 1.19 -0.83 -0.42
H 2.27 -1.65 0.68
*
```



Entry from OMol25: a 9-piece molecular cluster, C20H34N8O2Si overall (ωB97M-V/def2-TZVPD).

Calculated values
Largest force on an atom (eV Å⁻¹): 2.18
SMILES string: CC(=O)OCC[SiH3].CC#N.CC#N.CC#N.CC#N.CC#N.CC#N.CC#N.CC#N
Relative energy (zero: lowest compared OMol25 entry of this formula, charge and spin) (eV): 0.454

Geometry as ORCA input:
```
! RIJCOSX wB97M-V def2-TZVPD def2/J DEFGRID3
* xyz 0 1
C 0.45 -1.19 -3.40
C -0.74 -1.90 -2.82
O -0.69 -2.76 -1.98
O -1.96 -1.46 -3.26
C -2.23 -0.05 -3.02
C -3.65 0.12 -2.51
Si -4.88 -1.20 -3.06
H 0.61 -0.29 -2.79
H 0.23 -0.88 -4.43
H 1.31 -1.85 -3.36
H -2.07 0.49 -3.96
H -1.52 0.31 -2.27
H -3.65 0.06 -1.41
H -4.02 1.12 -2.77
H -4.99 -1.25 -4.53
H -6.20 -0.84 -2.48
H -4.51 -2.52 -2.53
C -2.02 -2.55 1.09
C -3.17 -1.66 1.06
N -4.08 -0.94 1.07
H -1.11 -1.96 1.15
H -2.07 -3.21 1.95
H -1.97 -3.14 0.17
C -3.91 -6.13 1.20
C -2.65 -5.91 1.91
N -1.67 -5.70 2.47
H -3.92 -7.14 0.78
H -4.73 -6.02 1.91
H -4.02 -5.40 0.40
C -2.69 -4.13 5.70
C -3.81 -4.50 4.84
N -4.67 -4.79 4.14
H -2.13 -5.03 5.97
H -2.03 -3.45 5.17
H -3.06 -3.65 6.61
C -2.10 1.89 2.17
C -1.70 3.20 1.68
N -1.38 4.23 1.28
H -1.26 1.20 2.11
H -2.43 1.96 3.21
H -2.92 1.50 1.57
C 4.04 1.15 -2.16
C 2.66 1.53 -2.38
N 1.61 2.01 -2.46
H 4.57 2.03 -1.79
H 4.10 0.37 -1.41
H 4.51 0.80 -3.08
C 6.59 5.46 -1.04
C 6.54 4.01 -0.93
N 6.46 2.86 -0.84
H 7.60 5.77 -1.32
H 5.88 5.79 -1.79
H 6.32 5.90 -0.08
C 5.33 1.42 2.13
C 3.95 1.07 2.43
N 2.85 0.80 2.65
H 5.66 2.23 2.79
H 5.97 0.56 2.27
H 5.41 1.76 1.10
C 1.87 4.83 -0.62
C 3.21 5.32 -0.35
N 4.30 5.66 -0.15
H 1.88 4.26 -1.54
H 1.54 4.17 0.19
H 1.16 5.66 -0.70
*
```